A molecular structure, C38H45Br2INO2PSc, computed with the ωB97M-V functional and the def2-TZVPD basis.

- highest occupied orbital energy (hartree) = -0.3845
- strongest force on any atom (eV Å⁻¹) = 0.3
- energy relative to the best compared isomer or geometry (same formula, charge and spin) (kcal/mol) = 0.00
- DFT total energy (eV) = -223897.8040
- HOMO-LUMO gap (eV) = 7.5

The geometry in ORCA input format:
```
! wB97M-V def2-TZVPD RIJCOSX def2/J DEFGRID3
* xyz 1 1
Sc -0.282 0.029 0.488
I -2.037 -2.417 -0.011
C -0.436 -3.710 0.397
C -0.686 -5.047 0.483
C 0.392 -5.925 0.716
C 1.656 -5.428 0.840
C 1.912 -4.038 0.748
C 3.231 -3.534 0.870
C 3.467 -2.196 0.786
C 2.390 -1.300 0.592
C 1.076 -1.711 0.459
C 0.847 -3.123 0.529
H -1.688 -5.437 0.369
H 0.204 -6.987 0.789
H 2.491 -6.096 1.011
H 4.041 -4.235 1.029
H 4.475 -1.813 0.875
H 2.635 -0.243 0.547
C -1.820 -1.272 3.515
C -1.080 0.011 3.737
C -1.061 0.590 5.020
C -0.342 1.726 5.256
C 0.408 2.306 4.214
C 1.249 3.442 4.347
Br 1.379 4.334 6.006
C 1.983 3.889 3.290
C 1.907 3.244 2.039
Br 2.978 3.860 0.624
C 1.077 2.167 1.841
O 0.926 1.535 0.691
C 0.330 1.686 2.955
N -0.434 0.564 2.720
H -2.106 -1.716 4.466
H -1.196 -1.987 2.977
H -2.730 -1.110 2.934
H -1.614 0.109 5.814
H -0.320 2.173 6.241
H 2.638 4.741 3.401
O -1.611 0.889 -0.834
P -2.895 1.433 -1.474
C -4.339 0.811 -0.549
C -5.651 1.606 -0.785
C -6.596 1.487 0.418
C -6.539 0.079 0.998
C -5.151 -0.195 1.605
C -4.063 0.671 0.957
C -2.894 0.948 -3.228
C -2.317 -0.453 -3.505
C -3.351 -1.573 -3.471
C -4.504 -1.274 -4.418
C -5.181 0.024 -3.996
C -4.206 1.201 -3.999
C -2.894 3.248 -1.502
C -3.098 3.911 -0.127
C -1.839 3.901 0.735
C -0.619 4.470 -0.023
C -0.974 4.929 -1.433
C -1.606 3.772 -2.204
H -4.478 -0.206 -0.940
H -6.154 1.217 -1.669
H -5.453 2.659 -0.987
H -7.608 1.743 0.104
H -6.323 2.212 1.191
H -6.750 -0.640 0.201
H -7.313 -0.066 1.750
H -4.894 -1.252 1.482
H -5.164 -0.002 2.680
H -3.085 0.221 1.137
H -4.032 1.656 1.425
H -2.153 1.665 -3.602
H -1.487 -0.662 -2.828
H -1.888 -0.422 -4.511
H -3.750 -1.702 -2.458
H -2.864 -2.516 -3.725
H -5.226 -2.091 -4.416
H -4.127 -1.186 -5.442
H -5.606 -0.129 -3.000
H -6.019 0.262 -4.654
H -4.704 2.109 -3.647
H -3.926 1.401 -5.037
H -3.757 3.498 -2.127
H -3.935 3.464 0.407
H -3.395 4.946 -0.311
H -1.631 2.878 1.069
H -2.034 4.478 1.640
H 0.144 3.698 -0.117
H -0.165 5.287 0.539
H -0.071 5.253 -1.952
H -1.646 5.791 -1.417
H -0.854 2.978 -2.270
H -1.843 4.070 -3.226
*
```

A molecular structure, C38H45Cl3IrN5PSeSi, computed with the ωB97M-V functional and the def2-TZVPD basis.

- highest occupied orbital energy (alpha / beta) (hartree) = -0.3537 / -0.4346
- strongest force on any atom (eV Å⁻¹) = 0.8
- <S²> = 6.057
- DFT total energy (eV) = -170503.9246
- HOMO-LUMO gap (alpha / beta) (eV) = 6.0 / 7.0

The geometry in ORCA input format:
```
! wB97M-V def2-TZVPD RIJCOSX def2/J DEFGRID3
* xyz 1 5
Ir 0.176 -0.716 -0.959
Se -2.587 -7.543 1.638
N -3.179 -6.347 0.467
C -2.286 -5.393 0.410
C -2.409 -4.223 -0.454
C -3.451 -4.059 -1.368
C -3.457 -2.946 -2.180
C -2.443 -2.009 -2.039
N -1.469 -2.132 -1.137
C -1.425 -3.243 -0.377
C -0.242 -3.410 0.464
N 0.696 -2.445 0.395
C 1.837 -2.621 1.054
C 2.083 -3.730 1.853
C 1.112 -4.701 1.964
C -0.074 -4.551 1.248
C -1.137 -5.552 1.254
N -1.105 -6.632 1.989
H -4.218 -4.819 -1.436
H -4.227 -2.789 -2.921
H -2.409 -1.130 -2.665
H 2.592 -1.858 0.926
H 3.030 -3.819 2.364
H 1.254 -5.584 2.573
C 0.200 5.386 -0.470
C 0.809 4.769 -1.724
C 1.554 3.459 -1.400
C 0.942 2.760 -0.172
C -0.571 2.983 -0.221
C -0.874 4.450 0.110
P 1.421 1.003 0.079
C 1.228 0.731 1.908
C 2.079 1.579 2.883
C 1.376 1.783 4.230
C 0.684 0.504 4.689
C -0.406 0.075 3.683
C -0.247 0.783 2.337
C 3.225 0.844 -0.301
C 3.575 0.959 -1.795
C 4.967 0.368 -2.057
C 5.911 0.599 -0.869
C 5.546 1.893 -0.153
C 4.157 1.777 0.502
H -0.231 6.362 -0.691
H 0.990 5.563 0.266
H 1.497 5.463 -2.207
H 0.013 4.578 -2.448
H 2.606 3.675 -1.212
H 1.511 2.797 -2.268
H 1.319 3.259 0.731
H -1.122 2.324 0.446
H -0.903 2.752 -1.238
H -0.933 4.574 1.195
H -1.857 4.710 -0.287
H 1.515 -0.318 2.032
H 2.330 2.553 2.459
H 3.025 1.067 3.062
H 0.644 2.592 4.157
H 2.112 2.106 4.967
H 0.251 0.646 5.679
H 1.433 -0.285 4.795
H -1.401 0.275 4.083
H -0.351 -1.006 3.516
H -0.575 1.821 2.415
H -0.883 0.300 1.589
H 3.446 -0.197 -0.029
H 3.587 2.010 -2.074
H 2.827 0.483 -2.430
H 5.377 0.845 -2.949
H 4.894 -0.697 -2.278
H 6.947 0.618 -1.207
H 5.840 -0.231 -0.158
H 5.562 2.720 -0.868
H 6.282 2.137 0.614
H 3.714 2.772 0.588
H 4.277 1.399 1.515
Cl -0.051 -3.251 -3.900
Si 0.994 -1.674 -3.059
Cl 2.794 -2.519 -2.425
Cl 1.409 -0.420 -4.640
C -3.152 0.685 -0.535
C -4.369 0.211 -1.025
C -5.183 -0.640 -0.231
C -6.346 -1.174 -0.728
C -6.746 -0.880 -2.039
C -5.975 -0.023 -2.835
C -4.814 0.517 -2.337
C -7.941 -1.469 -2.569
N -8.889 -1.958 -2.996
H -2.843 0.434 0.471
H -2.519 1.349 -1.104
H -4.870 -0.874 0.779
H -6.960 -1.824 -0.119
H -6.304 0.209 -3.839
H -4.218 1.179 -2.955
*
```